Record 1
ORCA calculation (ωB97M-V/def2-TZVPD) on C13H11AsBrNO11S2Sn as an isolated structure.

Max |F|   0.9 eV Å⁻¹
Kohn-Sham gap   0.336 hartree
Total charge   0

Each line ends with the Löwdin charge.
Cartesian coordinates (Å):
Sn: -0.8600 1.0307 -1.5478  1.46
O: 1.4180 -1.7703 1.7279  -0.20
As: -0.0061 -1.0387 1.0388  1.12
O: 0.5927 0.1070 0.0126  -0.56
O: -0.7000 -2.4801 0.1323  -0.25
C: -1.1897 -1.2525 2.5504  -0.23
C: -0.9071 -2.2557 3.4574  -0.06
C: -1.8633 -2.5513 4.4230  -0.06
C: -3.0615 -1.8582 4.4694  -0.05
C: -3.3281 -0.8358 3.5637  -0.03
C: -2.3869 -0.5391 2.6056  -0.26
S: -2.5219 0.7374 1.3845  0.46
O: -3.8287 1.3103 1.3515  -0.26
O: -1.3958 1.6024 1.6710  -0.31
O: -2.1720 -0.1106 0.1768  -0.54
H: 2.1541 -1.6356 1.1111  0.05
H: 0.0285 -2.7929 3.4125  0.11
H: -1.6702 -3.3398 5.1382  0.11
H: -3.8042 -2.1211 5.2109  0.11
H: -4.2488 -0.2672 3.6003  0.12
Br: 2.9018 0.5709 -2.5164  0.83
C: 2.3579 2.3777 -2.4536  -0.72
C: 3.2529 3.3655 -2.8234  -0.10
C: 2.8192 4.6806 -2.7603  -0.03
C: 1.5238 4.9438 -2.3471  0.02
C: 0.7096 3.8789 -2.0094  -0.18
N: 1.1204 2.6085 -2.0561  0.00
C: -0.7292 4.1265 -1.5858  -0.58
O: -1.1406 5.2623 -1.5449  0.10
O: -1.3841 3.0483 -1.3004  -0.24
H: 4.2483 3.1006 -3.1481  0.10
H: 3.4889 5.4871 -3.0313  0.12
H: 1.1143 5.9414 -2.2843  0.13
C: 1.3470 -4.4434 -2.3816  -0.10
S: 1.0876 -2.8605 -1.6547  0.56
O: 2.3317 -2.3611 -1.1542  -0.32
O: 0.2174 -3.4031 -0.4065  -0.27
O: 0.2593 -2.0430 -2.4836  -0.31
H: 1.4802 -5.1694 -1.5800  0.08
H: 2.2579 -4.3628 -2.9703  0.08
H: 0.4868 -4.6878 -2.9982  0.08

---

Record 2
ORCA calculation (ωB97M-V/def2-TZVPD) on C13H11F5N7O8PbS as an isolated structure in a non-equilibrium geometry.

Max |F|   3.6 eV Å⁻¹
Kohn-Sham gap   0.314 hartree
Total charge   -1

Each line ends with the Löwdin charge.
Cartesian coordinates (Å):
Pb: -1.2772 -0.7277 -1.5232  1.47
O: -0.2695 -4.3795 -0.0889  0.07
C: -0.4278 -3.2082 0.4890  -0.46
O: -1.3296 -2.3738 0.2565  -0.11
C: 0.7533 -2.9238 1.4023  -0.12
O: 0.5103 -1.7951 2.1757  -0.10
C: 1.4138 -0.6940 2.0977  -0.09
C: 1.7324 -0.1490 0.7321  -0.58
O: 2.8162 0.4907 0.5962  -0.03
O: 0.9249 -0.3705 -0.2519  -0.19
H: -0.7873 -4.2980 -1.0408  0.07
H: 1.0341 -3.7368 2.0082  0.12
H: 1.5779 -2.7525 0.6515  0.16
H: 1.0260 0.0464 2.7156  0.10
H: 2.4014 -1.0423 2.4368  0.14
N: 1.8073 -1.4254 -2.7814  0.04
N: 2.5680 -0.2971 -2.3334  0.01
C: 1.9034 0.8814 -2.4443  -0.50
N: 2.4915 1.8686 -1.8188  0.21
N: 0.8325 0.9140 -3.2157  0.09
N: 0.2746 2.1601 -3.4312  -0.46
O: -0.9308 2.1912 -3.1970  0.00
O: 0.8977 3.1175 -3.7999  0.07
H: 1.0938 -1.0559 -3.4025  0.03
H: 2.3822 -1.9812 -3.3595  0.06
H: 2.9123 -0.3726 -1.4000  0.10
H: 2.9624 1.6122 -0.9949  0.06
H: 2.1176 2.8474 -1.8340  0.14
F: 0.5225 3.2694 4.0920  0.13
C: -0.1297 2.5649 3.1891  -0.17
C: -1.1098 1.6284 3.4575  -0.13
F: -1.5484 1.5420 4.7559  0.09
C: -1.7019 0.9182 2.4896  -0.18
F: -2.4735 -0.1289 2.7384  0.13
C: -1.4905 1.1442 1.1239  -0.30
O: -2.0599 0.5778 0.1226  -0.31
C: -0.5922 2.2257 0.8600  -0.11
F: -0.2027 2.4835 -0.4279  0.07
C: 0.1105 2.8046 1.8469  -0.16
F: 1.1130 3.6332 1.4982  0.11
S: -3.8377 -2.2187 -1.9098  0.47
C: -2.6676 -3.3691 -2.1692  -0.95
N: -1.7596 -4.1124 -2.2465  0.04
N: -4.5874 1.3399 0.7311  0.02
C: -5.2425 2.2696 0.9713  -0.12
H: -3.7539 0.8816 0.2330  0.06

---

Record 3
ORCA calculation (ωB97M-V/def2-TZVPD) on C13H11F6N6O6S3V as an isolated structure.

Max |F|   0.5 eV Å⁻¹
⟨S²⟩   0.77
Kohn-Sham gap (spin up / spin down)   0.266 / 0.293 hartree
Total charge   +1
Multiplicity   2

Each line ends with the Löwdin charge.
Cartesian coordinates (Å):
V: -0.3276 -0.3559 0.8576  0.83
C: 2.6630 4.9956 0.5601  0.02
C: 2.4158 3.6018 0.1318  -0.30
N: 3.2937 2.6467 0.0709  0.17
N: 2.6000 1.5654 -0.3618  0.07
C: 1.3186 1.8128 -0.5552  -0.63
S: 0.1162 0.7087 -1.1340  0.86
N: 1.1760 3.1236 -0.2525  -0.08
N: -0.0324 3.8060 -0.3270  0.15
H: 3.7150 5.1018 0.8102  0.10
H: 2.0609 5.2414 1.4363  0.10
H: 2.4161 5.6987 -0.2360  0.10
H: 3.0192 0.6409 -0.3882  0.14
H: 0.0490 4.5766 -0.9800  0.12
H: -0.2911 4.1428 0.5953  0.11
N: -7.4127 -1.3151 -0.4425  0.19
C: -6.2887 -1.1583 -0.2696  -0.16
C: -4.8817 -0.9576 -0.0488  -0.20
C: -4.3654 0.3389 -0.0583  0.00
C: -3.0139 0.5370 0.1518  -0.09
C: -2.1944 -0.5670 0.3904  -0.28
C: -2.7039 -1.8646 0.3962  -0.06
C: -4.0569 -2.0582 0.1691  0.00
H: -5.0246 1.1772 -0.2365  0.13
H: -2.6053 1.5393 0.1335  0.10
H: -2.0623 -2.7175 0.5799  0.12
H: -4.4769 -3.0546 0.1659  0.13
O: 2.6687 -1.3150 -0.1446  0.06
C: 1.8307 -2.1431 0.0815  -0.35
O: 0.5711 -1.8460 0.4169  -0.20
H: 1.9947 -3.2222 -0.0011  0.16
F: 2.5880 2.3943 3.1178  0.17
C: 1.8735 1.2938 3.2644  -0.64
F: 2.1793 0.6868 4.3862  0.20
F: 2.1291 0.4703 2.2335  0.12
S: 0.0489 1.7417 3.2384  0.69
O: -0.3462 1.3585 1.8457  -0.42
O: -0.0420 3.1389 3.4656  -0.21
N: -0.6321 0.8798 4.3264  -0.25
S: -0.8638 -0.6775 4.1352  0.70
O: -0.4016 -1.1099 2.7954  -0.36
O: -0.4165 -1.4552 5.2252  -0.18
C: -2.7113 -0.8069 4.0843  -0.68
F: -3.1936 0.0841 3.2246  0.16
F: -3.0239 -2.0292 3.6841  0.18
F: -3.1896 -0.5786 5.2866  0.20

---

Computed values of energy above the lowest of the compared OMol25 structures with the same formula, charge and spin (unit: kcal/mol) for the preceding records, in sequence: 0.0; 2.9; 0.0.
Computed values of DFT total energy (unit: eV) for the preceding records, in sequence: -196053.178; -70138.578; -109375.866.